{"formula": "C26H50Br2N3O19", "method": "wB97M-V/def2-TZVPD", "elements": ["N", "O", "O", "O", "C", "O", "C", "C", "N", "C", "C", "O", "C", "H", "H", "H", "H", "H", "H", "H", "H", "H", "H", "H", "H", "H", "H", "H", "C", "O", "C", "C", "N", "C", "C", "O", "C", "H", "H", "H", "H", "H", "H", "H", "H", "H", "H", "H", "H", "H", "H", "H", "Br", "C", "C", "Br", "H", "H", "H", "H", "C", "C", "O", "C", "O", "O", "H", "H", "H", "H", "C", "C", "O", "C", "O", "O", "H", "H", "H", "H", "C", "C", "O", "C", "O", "O", "H", "H", "H", "H", "C", "C", "O", "C", "O", "O", "H", "H", "H", "H"], "coordinates": [[0.482, 0.562, -0.102], [1.401, 1.355, -0.022], [-0.566, 0.663, 0.527], [0.720, -0.361, -0.832], [5.722, -1.019, 1.632], [4.958, -1.785, 0.780], [3.975, -1.098, -0.025], [3.326, -2.226, -0.808], [2.262, -1.644, -1.630], [1.353, -2.633, -2.137], [0.230, -1.967, -3.034], [-0.805, -2.989, -3.325], [-1.795, -2.414, -4.257], [6.329, -1.666, 2.265], [5.112, -0.277, 2.147], [6.362, -0.357, 1.048], [4.534, -0.338, -0.571], [3.283, -0.621, 0.670], [3.150, -3.022, -0.085], [4.087, -2.675, -1.446], [1.718, -1.057, -1.014], [0.835, -3.120, -1.312], [1.969, -3.393, -2.618], [0.651, -1.594, -3.967], [-0.255, -1.115, -2.557], [-2.657, -3.053, -4.444], [-1.320, -2.177, -5.209], [-2.367, -1.574, -3.861], [2.522, -1.839, 1.349], [1.920, -1.811, 2.623], [0.505, -1.875, 2.639], [-0.090, -0.565, 3.091], [-1.477, -0.717, 3.444], [-2.085, 0.661, 3.514], [-3.572, 0.625, 4.052], [-4.504, 0.478, 2.984], [-5.784, -0.023, 3.476], [2.141, -2.708, 0.813], [3.603, -1.941, 1.447], [2.340, -0.906, 0.816], [0.315, -2.657, 3.374], [0.123, -2.326, 1.723], [0.036, 0.176, 2.301], [0.400, -0.162, 3.978], [-1.953, -1.259, 2.737], [-2.039, 1.266, 2.608], [-1.512, 1.115, 4.323], [-3.865, 1.521, 4.598], [-3.642, -0.250, 4.698], [-5.682, -0.972, 4.003], [-6.427, -0.098, 2.599], [-6.269, 0.739, 4.086], [-3.114, -1.907, -1.295], [-1.401, -1.775, -0.296], [-0.561, -3.069, -0.240], [-1.763, -4.543, 0.447], [-1.719, -1.314, 0.640], [-0.810, -0.957, -0.707], [0.278, -2.976, 0.449], [-0.232, -3.455, -1.205], [0.537, 2.231, 1.675], [-0.932, 2.535, 1.761], [-1.103, 2.889, 3.056], [0.024, 3.402, 3.504], [0.197, 4.109, 4.473], [1.043, 3.111, 2.665], [0.889, 2.471, 0.672], [0.759, 1.195, 1.932], [-1.669, 1.812, 1.413], [-1.013, 3.350, 1.041], [-2.898, 0.917, 0.165], [-2.407, 2.190, -0.617], [-3.191, 3.204, -0.009], [-3.562, 2.777, 1.221], [-4.233, 3.448, 1.993], [-3.200, 1.482, 1.358], [-2.055, 0.226, 0.165], [-3.782, 0.506, -0.324], [-2.630, 1.999, -1.666], [-1.318, 2.213, -0.637], [3.113, 1.054, -2.373], [2.617, 2.343, -1.801], [2.063, 2.966, -2.897], [1.832, 2.122, -3.884], [1.319, 2.396, -4.984], [2.387, 0.966, -3.577], [2.840, 0.213, -1.736], [4.196, 1.157, -2.443], [3.488, 2.922, -1.494], [1.911, 2.166, -0.990], [0.048, 0.338, -3.848], [-0.091, 0.851, -2.383], [-0.908, 1.965, -2.461], [-1.167, 2.228, -3.733], [-1.754, 3.255, -4.128], [-0.714, 1.249, -4.589], [-0.391, -0.658, -3.790], [1.132, 0.272, -3.943], [0.881, 1.076, -1.943], [-0.633, 0.169, -1.727]], "forces_ev_per_a": [[1.08, -0.19, 2.74], [2.06, -4.02, -1.27], [2.73, -1.58, -1.98], [-1.86, -1.74, 2.43], [0.42, 1.43, -0.45], [1.02, -0.93, -1.23], [4.96, 1.66, -1.85], [1.59, 0.33, -2.43], [2.49, -2.62, -0.02], [-0.19, 0.05, -0.78], [1.04, -4.40, 0.94], [-0.19, 1.65, -0.83], [0.16, -0.52, 0.49], [-0.28, 0.17, 0.10], [-0.30, -0.30, 0.85], [0.63, -0.07, -0.18], [0.17, -0.28, -0.88], [3.98, 2.08, -2.45], [0.02, -0.16, -1.43], [0.36, 0.25, -0.42], [1.98, -1.13, -0.41], [2.62, 0.41, -1.30], [-0.39, -0.12, -0.75], [0.64, -1.36, 0.29], [0.47, -1.95, 0.84], [0.62, -1.00, 0.12], [0.06, 0.12, 0.01], [0.82, 0.59, 0.23], [-5.19, -1.81, 4.69], [0.33, 0.21, 0.51], [0.82, -0.90, 1.34], [-0.16, -0.27, -0.30], [-1.35, 0.99, -0.25], [-1.27, -1.54, 2.10], [0.88, -0.36, -0.97], [-1.64, -1.55, 1.06], [1.01, 1.20, -0.99], [-0.81, 0.52, 0.93], [-1.57, -0.97, 1.83], [-4.17, -1.59, 1.54], [-0.50, 0.06, 0.36], [-0.12, 1.02, 0.49], [-0.30, -1.09, 0.75], [0.49, -0.25, 0.04], [-0.24, -0.17, -0.20], [0.07, -1.86, 2.04], [-0.06, 0.17, -0.08], [0.40, 0.21, 0.21], [0.01, -0.07, 0.33], [0.00, -0.04, 0.02], [0.14, -0.40, -0.06], [0.12, -0.02, 0.51], [0.61, -0.39, 0.24], [-0.46, -0.58, -0.30], [-3.36, -0.58, 0.67], [0.74, 0.45, 0.14], [0.12, -1.23, 0.37], [-1.14, -1.70, -0.25], [-0.35, -0.34, -0.61], [-2.51, -0.24, 1.05], [-1.23, 2.46, 1.99], [1.39, 0.61, -2.53], [-1.07, 2.38, 2.38], [1.93, 2.06, 1.27], [-0.77, -1.09, -0.66], [0.01, 0.11, 0.74], [-0.82, 2.05, 2.88], [0.92, 1.52, 0.31], [2.43, 1.55, 1.28], [-0.53, 0.95, 0.56], [-0.18, 0.72, -3.79], [-1.61, -2.54, -0.78], [0.72, 0.32, 0.07], [-2.66, 1.40, 0.38], [2.03, -1.75, -1.40], [-3.46, 0.97, 1.27], [-2.08, 0.34, 0.45], [-0.10, 0.04, 0.28], [-0.94, 0.96, 0.51], [-0.84, 1.45, 1.02], [0.43, -0.01, 1.58], [1.89, 0.90, 0.56], [-1.63, 2.30, -1.41], [0.24, 2.90, -4.15], [2.17, -0.60, 3.68], [3.41, -0.89, -0.45], [0.42, 0.27, -0.69], [0.05, -0.65, -0.96], [-0.19, 0.29, 0.31], [1.11, 1.76, -1.89], [-2.31, -0.16, 1.46], [-1.00, 0.18, -1.71], [1.20, 1.28, -2.34], [-1.90, 3.38, -3.60], [1.65, -3.48, 1.45], [-1.30, 1.19, 1.00], [-1.02, 3.07, -2.33], [-1.86, -0.92, -1.70], [-1.10, 0.59, -1.11], [-0.63, 0.85, -1.51]], "mulliken_charge": [-0.998, -0.631, 1.399, 1.116, -0.732, -0.391, -0.402, -1.425, -0.077, -2.283, -0.440, -0.461, -0.882, 0.254, 0.302, 0.310, 0.639, 0.414, 0.549, 0.504, 0.484, 0.369, 0.557, 1.717, -0.239, 0.270, 0.344, 0.094, -1.560, -0.669, -0.293, -0.229, -0.570, 0.424, -1.495, 0.028, -0.952, 1.279, 0.659, -0.324, 0.593, -0.709, -0.934, 0.925, 0.362, 0.221, 0.324, 0.493, 0.485, 0.293, 0.254, 0.329, -0.152, -0.472, -1.002, -0.110, 0.496, -1.408, 0.002, 0.954, 1.746, 0.555, -0.503, 0.400, -0.678, -0.623, -0.025, -0.866, -1.174, 0.605, -0.287, 0.201, -0.511, 0.715, -0.618, -0.221, -0.715, 0.710, 0.701, -0.455, -0.141, -0.523, -0.343, 0.660, -0.574, -0.443, 0.416, 0.523, 0.629, 0.237, 0.148, 0.707, -0.736, 0.539, -0.694, -0.422, -0.770, 1.102, 0.177, 1.952], "total_charge": -1, "orbital_gap_ha": 0.32305, "e_homo_ev": -6.5, "multiplicity": 1}